No. 1
19
Properties=species:S:1:pos:R:3:lowdin_charge:R:1 method="wB97M-V/def2-TZVPD" e_tot_ev=-45414.66169 relative_energy_ev=0.8714 homo_energy_ev=-14.3400 homo_lumo_gap_ev=7.5 lumo_energy_ev=-6.81 total_charge=+1
C -1.47 -0.50 0.32 0.05
C 0.87 1.83 -0.76 -0.11
C 1.83 -1.33 -0.51 -0.05
C 1.56 1.03 0.35 -0.20
C 1.10 -0.45 0.51 -0.36
C -4.16 -0.81 0.61 -1.67
N -0.32 -0.56 0.46 0.03
Cl -4.13 -2.53 0.53 0.77
Cl -4.36 0.04 -0.78 0.81
Cl -4.24 0.07 1.94 0.89
H 1.01 2.95 -0.84 0.09
H -0.28 1.79 -0.61 0.08
H 1.12 1.43 -1.75 0.07
H 2.93 -1.06 -0.61 0.12
H 1.90 -2.36 -0.31 0.05
H 1.26 -1.39 -1.48 0.10
H 2.59 1.07 0.18 0.08
H 1.37 1.59 1.31 0.13
H 1.44 -0.80 1.44 0.13

=====

No. 2
23
Properties=species:S:1:pos:R:3:lowdin_charge:R:1 method="wB97M-V/def2-TZVPD" e_tot_ev=-34668.44686 relative_energy_ev=3.6221 homo_energy_ev="-9.7496 / -8.9085" homo_lumo_gap_ev="8.7 / 6.9" lumo_energy_ev="-1.09 / -2.01"
C 2.35 -0.98 0.36 -0.02
C 1.57 1.27 -0.34 -0.05
C 0.05 -0.25 0.85 0.05
C -1.87 0.46 -1.03 -0.36
C 1.19 -0.16 -0.18 -0.70
C -2.83 1.15 -0.08 -0.73
N -0.63 -1.43 1.01 -0.42
O -1.26 -1.62 2.04 0.05
O -0.76 -2.22 0.04 -0.11
O 0.67 -0.55 -1.39 -0.07
F -3.60 2.08 -0.71 0.10
F -3.64 0.34 0.59 0.13
F -2.21 1.90 0.82 0.13
Cl -2.38 -1.08 -1.39 0.92
H 2.03 -1.89 0.98 0.11
H 3.02 -0.46 1.13 0.12
H 2.93 -1.37 -0.55 0.12
H 2.52 1.34 -0.89 0.10
H 1.77 1.78 0.72 0.13
H 0.81 2.02 -0.79 0.11
H 0.21 0.30 1.76 0.14
H -0.83 0.87 -1.42 0.12
H 0.89 -1.51 -1.52 0.14

=====

No. 3
17
Properties=species:S:1:pos:R:3:lowdin_charge:R:1 method="wB97M-V/def2-TZVPD" e_tot_ev=-20935.92551 relative_energy_ev=1.7257 homo_energy_ev=-10.4008 smiles=ClC1([C@@H]2CO2)CCC1 homo_lumo_gap_ev=11.4 lumo_energy_ev=1.00
Cl -0.33 1.82 -1.75 0.61
C 0.06 0.62 -0.44 -0.73
C 0.40 -0.75 -1.03 -0.28
C -0.67 -1.54 -1.61 -0.12
O -0.10 -1.94 -0.37 -0.05
C -0.95 0.52 0.81 -0.12
C 0.31 0.29 1.66 -0.17
C 1.07 1.07 0.61 -0.19
H 1.43 -0.88 -1.36 0.15
H -1.68 -1.15 -1.62 0.12
H -0.46 -2.21 -2.41 0.10
H -1.69 -0.28 0.77 0.11
H -1.38 1.47 1.06 0.10
H 0.67 -0.77 1.83 0.13
H 0.27 0.73 2.65 0.10
H 0.93 2.13 0.83 0.11
H 2.12 0.87 0.37 0.12